ORCA calculation (ωB97M-V with the def2-TZVPD basis set) on C47H45N4OP2Pd as an isolated structure at a distorted geometry.

Geometry as XYZ:
```
100
Properties=species:S:1:pos:R:3:forces:R:3
Pd -0.075770 -0.030486 0.438435 0.71 -0.11 1.15
N 1.050231 -2.185093 0.777167 -0.27 -0.46 -0.36
C 1.072609 -3.297083 -0.199962 0.24 0.09 0.09
C -0.334276 -3.677929 -0.619234 -0.08 0.15 -0.01
N -0.951917 -2.582549 -1.376806 -0.45 -0.41 -0.39
C -1.351085 -0.992827 -3.113398 0.03 -0.23 0.08
C 0.976186 0.170870 -2.788951 -0.09 0.01 0.02
N 0.782528 0.752398 -1.434539 0.14 -0.20 -0.04
H 0.636494 -2.544220 1.632419 0.06 0.10 0.05
H 2.009921 -1.936508 1.005328 -0.02 0.13 -0.01
H 1.660742 -2.970170 -1.059967 -0.02 -0.06 -0.03
H 1.559306 -4.188891 0.202860 0.02 0.02 0.03
H -0.361686 -4.606057 -1.188451 0.08 0.03 -0.07
H -0.960906 -3.820222 0.257219 0.10 -0.05 -0.15
H -1.798940 -2.196275 -0.968534 0.25 0.27 0.22
H -2.027246 -1.249101 -3.933696 -0.01 0.02 -0.01
H -1.957831 -0.561019 -2.313700 0.03 0.05 -0.01
H 1.496033 -0.781964 -2.691450 0.01 -0.01 0.06
H 1.638825 0.839641 -3.342150 0.01 -0.04 -0.06
H 1.708553 1.032953 -1.123720 0.02 0.07 -0.07
H 0.308765 1.652232 -1.516143 -0.02 0.01 -0.11
O -0.583254 1.681866 3.559425 -0.32 0.39 -0.05
C 0.406896 2.577897 3.882743 -0.06 -0.35 0.05
C 0.305152 3.542653 4.870398 0.11 0.14 -0.07
C 1.404687 4.353650 5.112669 -0.05 -0.01 0.03
C 2.577563 4.210961 4.378078 -0.03 -0.02 0.02
C 2.630755 3.294961 3.344947 -0.04 -0.01 -0.04
C 1.531671 2.468723 3.082008 0.25 0.13 0.12
P 1.551814 1.497066 1.560189 -0.54 -0.15 -0.29
C 1.865260 2.808207 0.350982 0.10 0.12 -0.02
C 3.131815 3.148772 -0.119869 0.04 -0.03 -0.03
C 3.288362 4.240845 -0.968034 -0.02 -0.03 0.02
C 2.189550 5.000643 -1.337250 -0.02 0.01 0.00
C 0.924492 4.679903 -0.852163 0.03 0.00 -0.01
C 0.761459 3.589374 -0.014612 -0.01 0.01 0.01
C 2.969455 0.390080 1.655481 0.06 -0.06 0.03
C 3.269724 -0.180685 2.893992 0.05 0.01 0.02
C 4.265547 -1.142895 2.997178 -0.03 0.01 0.02
C 4.966195 -1.546125 1.868998 0.01 -0.02 -0.02
C 4.670511 -0.988078 0.629472 -0.03 0.01 0.04
C 3.672764 -0.030916 0.521796 -0.02 -0.04 -0.02
C -1.259354 0.908920 4.456095 0.22 -0.04 -0.17
C -1.321440 1.077198 5.827290 -0.11 -0.10 0.05
C -2.123782 0.211508 6.560672 0.03 0.07 0.07
C -2.843247 -0.808430 5.952902 0.02 0.00 -0.05
C -2.712076 -1.011884 4.591833 0.13 0.07 0.02
C -1.900778 -0.157865 3.830810 -0.05 -0.54 0.28
P -1.713867 -0.428744 2.072564 0.04 0.55 -0.35
C -2.186951 -2.150955 1.823197 0.00 -0.12 -0.06
C -1.524784 -3.155736 2.540668 -0.13 -0.06 0.10
C -1.882144 -4.484993 2.373807 -0.07 0.03 0.08
C -2.894758 -4.825841 1.480753 -0.05 -0.02 0.05
C -3.553306 -3.837105 0.761161 0.01 0.02 0.03
C -3.204536 -2.499678 0.932172 -0.01 -0.07 0.03
C -2.969135 0.595863 1.266398 0.01 0.03 0.03
C -4.286399 0.709651 1.706289 0.00 -0.03 0.06
C -5.154709 1.559043 1.036675 0.04 0.03 -0.05
C -4.718657 2.301408 -0.059325 -0.02 -0.01 0.02
C -3.405530 2.199515 -0.502511 -0.21 -0.13 0.15
C -2.550759 1.342417 0.172821 0.06 0.09 -0.26
H -0.615740 3.690177 5.414609 0.01 -0.02 0.00
H 1.338873 5.108985 5.884431 0.02 0.00 -0.01
H 3.435068 4.831795 4.596223 0.00 0.01 -0.01
H 3.525497 3.224074 2.738244 -0.01 0.00 0.00
H 4.006551 2.588050 0.184499 -0.01 -0.01 0.00
H 4.275299 4.505128 -1.323709 0.00 -0.01 0.00
H 2.318326 5.856365 -1.986536 0.00 0.00 0.00
H 0.072669 5.293754 -1.114070 0.00 0.00 0.00
H -0.223614 3.366512 0.387329 0.01 -0.02 0.01
H 2.742106 0.139866 3.784758 0.00 0.01 -0.01
H 4.504052 -1.566331 3.963708 0.00 0.00 0.00
H 5.754266 -2.282380 1.955047 -0.01 0.00 0.00
H 5.230971 -1.284232 -0.247466 0.00 0.00 0.00
H 3.476384 0.397011 -0.453990 0.02 0.03 0.01
H -0.767153 1.850508 6.333290 -0.02 -0.01 -0.01
H -2.189103 0.349460 7.631975 0.00 -0.02 0.00
H -3.480736 -1.454666 6.539280 0.00 0.00 0.01
H -3.229414 -1.838264 4.125796 -0.04 0.00 -0.01
H -0.767479 -2.899312 3.274981 -0.01 0.03 0.02
H -1.388354 -5.255027 2.951878 0.00 0.00 0.00
H -3.182927 -5.862245 1.362873 0.00 0.00 0.00
H -4.361667 -4.101664 0.091875 0.00 0.00 0.00
H -3.759627 -1.729565 0.406841 0.00 0.01 0.01
H -4.633971 0.157231 2.571623 0.01 0.00 0.00
H -6.176581 1.656962 1.377250 0.00 0.00 0.00
H -5.408353 2.969401 -0.558211 0.01 0.00 0.00
H -3.062687 2.788768 -1.342768 0.01 0.00 0.00
H -1.495229 1.270687 -0.108044 -0.28 0.40 -0.25
N 1.364134 -1.757696 -7.917198 -0.02 -0.05 0.01
C 0.977302 -1.659828 -6.841334 -0.06 0.13 0.10
C 0.520507 -1.521599 -5.478513 -0.15 -0.57 0.30
C 0.604891 -2.752488 -4.671832 0.21 0.18 -0.50
C 0.196124 -3.041734 -3.422010 -0.46 0.36 0.42
C -0.696991 -2.240506 -2.609449 0.49 -0.17 -0.18
C -0.307138 0.007563 -3.625011 0.11 0.08 -0.12
C 0.129075 -0.322337 -5.031313 0.01 0.31 -0.09
H 1.124513 -3.556882 -5.184779 0.07 0.04 0.05
H 0.472086 -4.011390 -3.031508 -0.03 -0.01 -0.01
H -0.793598 0.985114 -3.668058 -0.07 -0.03 0.01
H 0.169521 0.502713 -5.735149 0.05 0.02 0.05
```
Positions in Å, forces in eV/Å.

Its total charge is +3. The value obtained for the LUMO energy (spin up / spin down) is -9.679 / -9.677 eV.

=====

ORCA calculation (ωB97M-V with the def2-TZVPD basis set) on C32H31BrFIrN6O5Se as an isolated structure at a distorted geometry.

Geometry as XYZ:
```
78
Properties=species:S:1:pos:R:3:forces:R:3
Ir -0.984485 -0.312359 1.468069 0.53 0.63 0.71
C -2.804743 -1.017254 -2.770765 0.07 -0.03 0.05
O -2.430088 -2.223904 -2.073390 0.00 0.10 -0.51
C -2.339650 -2.134259 -0.760349 -0.40 0.53 0.39
O -2.654896 -1.110602 -0.128731 0.12 -0.89 -0.58
N -1.929662 -3.295631 -0.219180 0.11 0.27 -0.13
N -1.699254 -3.356829 1.143870 -0.09 -0.14 0.30
H -3.022284 -1.321982 -3.787374 0.02 -0.06 -0.03
H -1.979015 -0.308886 -2.753142 0.02 0.01 0.05
H -3.678888 -0.563892 -2.313248 -0.03 -0.02 0.03
H -1.602185 -4.023697 -0.832621 -0.02 -0.07 -0.13
H -0.745903 -3.644304 1.329034 0.14 0.09 0.03
H -2.355007 -3.992929 1.576422 -0.03 -0.06 0.05
C 4.904748 -2.861734 -2.950643 -0.11 -0.01 0.13
C 4.714322 -1.353853 -2.979996 -0.05 -0.13 -0.04
C 4.712964 -0.812449 -4.399531 -0.05 0.19 0.07
C 4.675157 0.707201 -4.365276 -0.12 -0.03 0.04
C 3.485236 1.174814 -3.562909 0.17 -0.03 -0.13
C 2.934490 2.416237 -3.785036 0.07 -0.02 -0.06
C 1.811684 2.828386 -3.073391 0.02 0.07 -0.05
F 1.312443 4.049048 -3.317903 0.04 -0.05 -0.02
C 1.209420 2.023581 -2.155147 -0.15 0.03 0.13
C 1.761840 0.761023 -1.901109 -0.15 0.05 0.02
C 1.131987 -0.088260 -0.899872 -0.14 0.04 -0.03
O 0.032223 0.277233 -0.392265 -0.23 0.15 0.55
C 1.799617 -1.288480 -0.612415 0.08 -0.06 0.22
C 2.910091 -1.656744 -1.333245 0.07 0.17 -0.13
N 3.450282 -0.922249 -2.306211 0.06 -0.02 0.14
C 2.905236 0.333616 -2.591051 -0.03 -0.02 -0.01
C 1.341904 -2.195269 0.470624 -0.54 -0.08 0.05
O 1.703895 -3.361712 0.495547 0.01 0.11 0.10
O 0.562192 -1.680772 1.382048 -0.30 -0.35 0.85
H 5.717952 -3.115156 -3.628739 0.00 0.00 0.01
H 4.005533 -3.387159 -3.282271 0.06 0.02 -0.01
H 5.187400 -3.221142 -1.960811 -0.05 -0.03 -0.05
H 5.530858 -0.893166 -2.422337 0.08 0.11 0.04
H 3.841989 -1.199023 -4.937252 0.04 -0.05 -0.01
H 5.608063 -1.161622 -4.911319 0.01 -0.02 0.00
H 4.619709 1.120278 -5.372451 0.00 0.02 0.01
H 5.596512 1.084997 -3.913314 0.01 0.01 0.00
H 3.369818 3.078075 -4.525173 -0.05 -0.01 0.03
H 0.327050 2.342027 -1.614114 0.04 -0.03 -0.01
H 3.377505 -2.597961 -1.091686 0.02 -0.06 -0.04
C -3.955298 2.108701 4.346727 -0.18 0.01 -0.16
N -4.496690 1.418965 3.178706 -0.04 0.08 0.26
C -4.021764 0.289051 2.639880 -0.19 0.15 0.07
Se -2.697226 -0.839827 3.345289 1.11 0.10 -0.57
N -4.696454 0.044021 1.516208 -0.23 0.03 -0.13
C -5.618815 1.055177 1.281161 0.16 -0.10 -0.03
C -6.535359 1.271418 0.260969 -0.04 -0.08 -0.08
C -7.318018 2.404719 0.358718 -0.01 0.04 0.00
C -7.195276 3.291555 1.439062 0.01 0.01 0.00
C -6.282241 3.072993 2.451828 0.02 0.06 0.15
C -5.494159 1.933585 2.347685 0.12 0.03 0.16
H -3.395918 1.403217 4.947810 0.04 -0.09 0.02
H -4.772402 2.520760 4.935374 -0.03 -0.06 -0.03
H -3.296367 2.911450 4.020239 0.01 0.01 -0.05
H -4.416649 -0.690308 0.881816 0.12 -0.06 -0.07
H -6.641362 0.578801 -0.564956 0.02 0.05 0.04
H -8.044332 2.616695 -0.415381 0.02 -0.02 0.04
H -7.830747 4.166640 1.480007 0.02 -0.04 -0.01
H -6.190452 3.752668 3.291393 -0.01 -0.04 -0.11
Br -1.718466 1.986048 1.403465 -0.01 0.02 0.13
C 0.244131 0.549566 4.049187 -1.04 -0.48 -1.45
C 1.478377 0.323635 3.431086 1.75 -0.02 -0.36
C 2.258961 -0.818679 3.737720 -0.80 0.32 0.24
C 3.443643 -1.074710 3.093893 0.47 -0.01 -0.21
C 3.915992 -0.181305 2.132212 -0.31 0.00 0.08
C 3.196476 0.992786 1.848402 0.22 -0.04 -0.07
C 2.009750 1.242494 2.484026 -0.24 0.01 0.41
C 5.115633 -0.470867 1.397650 0.17 -0.01 -0.13
N 6.057737 -0.698067 0.774967 -0.26 0.03 0.06
H -0.267273 1.497333 3.939412 0.04 -0.03 0.03
H -0.123914 -0.146291 4.791924 -0.04 0.03 -0.04
H 1.900075 -1.492379 4.506954 0.01 -0.09 -0.12
H 4.018761 -1.962118 3.324454 -0.06 0.01 0.00
H 3.595685 1.697328 1.129427 -0.04 -0.02 0.00
H 1.457901 2.151707 2.271338 -0.02 -0.09 -0.08
```
Positions in Å, forces in eV/Å.

As for the spin multiplicity: 2. Its total charge is +1. Its expectation value of S² is 0.767. The value obtained for the LUMO energy (spin up / spin down) is -4.623 / -4.517 eV.

=====

Relative energy (zero: lowest compared OMol25 entry of this formula, charge and spin), record by record: 0.000; 3.155 eV